1.
Formula: C41H40BrN4O6S2
Source: OMol25
Level of theory: ωB97M-V with the def2-TZVPD basis set

Geometry as XYZ:
```
94
Properties=species:S:1:pos:R:3:forces:R:3
C -4.12290 -1.82818 3.92916 1.693 3.181 -0.226
C -2.99868 -0.84597 4.17904 -2.545 -4.367 1.143
N -2.52535 0.12068 3.07006 -2.722 0.540 0.887
C -2.78893 1.54875 3.47155 -2.792 3.302 0.571
C -3.26233 2.47396 2.15930 0.226 -0.093 -0.484
N -4.06703 1.50323 4.34047 0.133 0.715 -1.538
C -1.64988 2.26344 4.39979 1.162 0.797 1.114
O -2.08067 2.49982 5.81792 0.937 1.412 -2.151
C -0.31277 1.32037 4.49787 -1.315 -1.834 -0.014
S 1.08896 2.01076 5.52434 -0.085 0.130 0.130
C 0.04813 0.84226 2.98779 -0.353 0.079 0.392
Br 1.72061 -0.31168 3.13271 -0.361 1.705 -0.303
C 0.36316 1.98497 1.88070 0.599 0.153 -1.358
C 1.46268 3.12875 2.28260 0.498 1.051 -0.539
C 0.75249 4.55962 2.77847 0.172 1.919 4.451
N -0.05014 5.27891 1.67522 0.655 -1.187 1.857
O 0.87151 5.07197 4.00613 -0.561 -3.187 -7.473
C -1.16075 -0.19866 2.52886 1.699 -1.852 -1.964
S -0.61326 -1.88635 3.24134 -0.584 -0.711 -0.113
C -1.23295 -0.42895 0.89623 0.701 -0.152 -0.705
C -2.01753 -1.78476 0.42348 1.979 -1.983 -1.343
N -1.35934 -2.81885 -0.19614 -2.338 4.784 2.675
H -5.18575 -1.34382 3.69908 2.549 -1.365 -0.804
H -3.99518 -2.99311 3.96690 -0.436 2.577 1.281
H -2.50360 -0.87428 5.24412 -0.088 0.112 -2.924
H -3.20733 -0.07711 2.27423 0.932 0.195 1.135
H -4.42146 2.31392 1.95388 2.520 0.225 0.541
H -2.70964 2.18227 1.17102 -0.894 0.733 1.826
H -3.10436 3.62693 2.38548 -0.255 -2.542 -0.414
H -4.88320 1.15629 3.75118 1.427 0.473 0.723
H -4.32130 2.52633 4.49169 0.555 -1.711 0.188
H -1.46341 3.33930 3.95416 -0.009 -2.357 0.581
H -1.68010 3.40643 6.06319 -0.807 -2.169 -0.523
H -0.65834 0.33760 5.08446 0.655 2.121 -1.351
H 1.53689 1.05522 6.47684 -1.250 0.479 -1.460
H 0.82973 1.42689 0.93268 -1.100 1.163 2.199
H -0.57759 2.56068 1.45281 1.649 -1.363 1.141
H 2.02703 3.41909 1.27195 -1.395 -0.566 2.179
H 2.31059 2.76755 3.01717 -2.119 0.773 -1.244
H -1.07044 5.03881 1.78476 1.515 0.551 -0.123
H 0.09878 6.31103 1.71935 -0.375 -1.218 0.434
H -1.55482 -2.88005 2.93990 0.235 1.519 -0.105
H -0.09647 -0.52337 0.54221 -2.530 0.095 0.864
H -1.67530 0.47609 0.29809 0.666 -1.501 1.291
H -3.19779 -1.81354 0.59933 2.682 -0.242 -0.532
H -0.34863 -2.53457 -0.25794 -0.988 -0.336 0.143
C 4.96874 -4.59016 2.14158 0.225 0.101 -0.242
C 4.10709 -3.51389 2.35182 0.124 0.293 -0.287
C 4.26317 -2.33982 1.61327 -0.016 -0.347 0.199
C 5.29227 -2.23694 0.66943 -0.264 -0.334 0.428
C 6.16883 -3.30403 0.47683 -0.384 -0.341 0.479
C 5.99964 -4.48799 1.20643 -0.238 -0.004 0.220
C 7.28805 -3.18859 -0.48030 1.060 -1.161 -0.294
O 8.05637 -4.12678 -0.65267 -0.558 0.620 0.148
C 7.47299 -1.92398 -1.21965 0.374 0.358 -0.417
C 8.56373 -1.78035 -2.08711 0.045 0.263 -0.166
C 8.73857 -0.59247 -2.80034 -0.154 -0.281 0.238
C 7.82221 0.44898 -2.65705 -0.247 -0.129 0.246
C 6.73783 0.31073 -1.78937 0.251 0.027 -0.185
C 6.56867 -0.87482 -1.06191 0.257 0.364 -0.387
C 5.43871 -0.99780 -0.11989 -0.771 1.044 0.069
O 4.63548 -0.08122 0.01012 0.284 -0.445 -0.019
H 4.84148 -5.50852 2.71056 0.047 0.170 -0.120
H 3.31147 -3.58899 3.08974 0.119 0.013 -0.120
H 3.58351 -1.50557 1.77906 0.351 -0.169 -0.281
H 6.67178 -5.33020 1.05164 -0.065 0.314 -0.075
H 9.28202 -2.58984 -2.20713 -0.291 0.102 0.138
H 9.58912 -0.48112 -3.46940 -0.166 -0.046 0.138
H 7.95412 1.37167 -3.21798 -0.038 -0.175 0.119
H 6.02923 1.12992 -1.67895 0.103 -0.300 0.096
C -6.59546 1.77775 -6.72189 0.306 -0.175 0.012
C -6.98061 1.73676 -5.38212 0.288 -0.173 0.177
C -6.15886 1.11916 -4.43790 -0.210 0.166 -0.216
C -4.95309 0.52958 -4.83663 -0.495 0.257 -0.093
C -4.57992 0.54909 -6.17995 -0.527 0.337 -0.159
C -5.39752 1.18490 -7.12333 -0.243 0.105 0.101
C -3.33461 -0.11280 -6.61947 0.365 0.060 -1.566
O -3.00430 -0.09305 -7.79876 -0.204 -0.021 0.829
C -2.49826 -0.80583 -5.61931 0.559 -0.415 0.164
C -1.34515 -1.48683 -6.03090 0.187 -0.151 0.223
C -0.54131 -2.13364 -5.08972 -0.268 0.217 -0.166
C -0.88046 -2.09452 -3.73757 -0.340 0.241 0.032
C -2.03161 -1.42161 -3.32540 0.264 -0.100 -0.147
C -2.84725 -0.78430 -4.26981 0.508 -0.313 0.166
C -4.08170 -0.10574 -3.82817 -0.344 0.030 1.094
O -4.38296 -0.07484 -2.64054 0.176 0.020 -0.334
H -7.23141 2.26711 -7.45634 0.139 -0.105 0.130
H -7.92040 2.18775 -5.07133 0.185 -0.087 -0.048
H -6.46351 1.09556 -3.39290 0.221 -0.071 -0.232
H -5.10604 1.21599 -8.17172 0.070 -0.116 0.301
H -1.07154 -1.51949 -7.08431 -0.214 0.124 0.232
H 0.35079 -2.66626 -5.41212 -0.183 0.113 0.040
H -0.25059 -2.59213 -3.00336 -0.140 0.054 -0.128
H -2.29266 -1.39948 -2.26864 -0.087 0.019 -0.396
```
Positions in Å, forces in eV/Å.

Net charge   +1
HOMO level   -11.29 eV
Energy   -153107.702 eV
LUMO level   -4.3 eV
Gap between HOMO and LUMO   7.02 eV

---

2.
Formula: C41H40BrN7O4Tl
Source: OMol25
Level of theory: ωB97M-V with the def2-TZVPD basis set

Geometry as XYZ:
```
94
Properties=species:S:1:pos:R:3:forces:R:3
Tl -0.40662 -0.06841 -0.15813 -0.105 -0.266 0.175
C 1.61711 1.32985 3.13323 0.518 -0.038 0.427
O 0.46493 1.63229 2.37064 -0.732 0.424 -0.082
C -0.52353 2.34738 2.91349 0.169 -0.173 -0.029
C -0.57524 2.85468 4.19365 0.109 0.024 0.010
C -1.72129 3.53751 4.61678 0.403 0.053 0.619
Br -1.77075 4.24959 6.36729 -0.008 -0.274 -0.697
C -2.83776 3.68978 3.79196 -0.377 -0.131 -0.762
C -2.83044 3.20070 2.49554 0.401 0.265 0.859
C -1.63563 2.55352 1.98399 0.038 -0.019 -0.251
O -1.52523 2.17841 0.79926 0.092 0.205 0.322
C -3.96459 3.28829 1.61068 -0.351 -0.097 -0.444
N -3.97879 2.71249 0.39921 0.222 0.150 0.496
C -5.20598 2.87068 -0.17868 -1.017 0.446 0.210
C -5.72412 2.42410 -1.38683 -0.045 0.050 -0.016
C -7.03571 2.74342 -1.65990 0.162 0.013 0.081
C -7.80722 3.48786 -0.75879 0.051 0.083 0.173
C -7.30578 3.93483 0.44800 -0.018 0.018 -0.027
C -5.98545 3.61157 0.73768 0.058 -0.549 -1.025
N -5.17210 3.84762 1.82571 0.446 -0.073 0.183
H 1.35762 0.77791 4.03914 -0.041 0.009 -0.029
H 2.16075 2.23995 3.40043 -0.068 -0.034 -0.032
H 2.23937 0.70934 2.49249 -0.051 0.047 0.030
H 0.25209 2.75110 4.87841 0.056 -0.058 0.016
H -3.70380 4.19221 4.19230 -0.102 0.067 0.061
H -3.12946 2.27391 0.03490 -0.164 0.119 0.124
H -5.13057 1.85034 -2.07568 0.140 -0.120 -0.139
H -7.48185 2.41866 -2.58557 -0.040 -0.047 -0.099
H -8.82688 3.71418 -1.02079 -0.152 0.063 0.012
H -7.91862 4.50698 1.12411 -0.076 0.071 0.124
H -5.45522 4.36837 2.64149 0.127 -0.050 0.057
C 13.25595 -4.74632 0.67198 0.960 0.568 -0.394
O 12.05766 -5.33713 1.12595 -1.193 -0.232 0.219
C 10.88209 -4.79099 0.93719 -0.058 0.003 -0.008
C 10.63051 -3.54307 0.31710 0.032 0.225 -0.100
C 9.34583 -3.08449 0.19383 0.471 -0.003 -0.048
C 8.24841 -3.83117 0.67934 -0.501 0.123 -0.007
C 8.49886 -5.08758 1.27601 0.472 -0.271 0.102
C 9.77642 -5.55176 1.40608 -0.409 -0.102 0.085
C 6.93887 -3.27113 0.58513 0.587 -0.455 0.180
N 6.65966 -2.09565 0.03324 -0.080 0.608 -0.264
C 5.34619 -1.89601 0.19746 0.289 -0.832 0.349
C 4.77518 -2.99669 0.88522 0.439 0.437 -0.327
N 5.80135 -3.84902 1.10694 -0.222 -0.069 0.067
C 3.40381 -3.05610 1.23327 -0.677 0.080 0.079
C 2.79619 -4.10449 1.94321 -0.130 0.231 -0.085
C 1.45260 -4.02982 2.23168 0.210 -0.063 -0.013
C 0.74498 -2.90909 1.79439 0.058 -0.246 0.125
N 1.29561 -1.91940 1.12777 0.040 0.276 -0.114
C 2.59630 -1.95824 0.83622 0.259 -0.796 0.335
C 3.16284 -0.84041 0.09827 0.870 0.414 -0.416
N 2.33935 0.14244 -0.27439 -0.523 -0.146 0.198
C 2.79951 1.18170 -0.93428 0.315 0.030 -0.068
C 4.14363 1.32063 -1.28048 0.146 -0.148 0.039
C 5.02185 0.32091 -0.92044 -0.156 -0.084 0.052
C 4.54071 -0.79106 -0.21559 -0.694 0.357 -0.070
H 14.04167 -5.45933 0.91368 -0.093 0.115 -0.045
H 13.45245 -3.79774 1.17739 -0.097 -0.106 0.080
H 13.23090 -4.57423 -0.40612 -0.068 -0.118 0.042
H 11.45014 -2.94426 -0.04701 0.065 0.040 -0.048
H 9.14036 -2.13210 -0.26893 0.071 0.088 -0.041
H 7.68476 -5.70081 1.63092 -0.023 -0.092 0.072
H 9.98606 -6.50648 1.86259 -0.004 -0.095 0.041
H 5.74343 -4.74216 1.56721 0.028 0.009 0.022
H 3.38044 -4.95442 2.26017 0.015 -0.136 0.075
H 0.95476 -4.81080 2.78418 -0.043 -0.062 0.022
H -0.31270 -2.80931 1.99428 -0.147 -0.079 0.070
H 2.06474 1.92696 -1.20086 -0.011 0.170 -0.110
H 4.47377 2.18866 -1.82744 0.068 0.079 -0.039
H 6.06958 0.36224 -1.17371 0.114 0.072 -0.041
C -0.30075 -3.23949 -2.14267 -0.402 0.215 0.034
C -1.68302 -2.66483 -2.43421 0.114 -0.154 -0.141
O -2.23061 -1.95864 -1.32914 0.105 0.166 0.193
C -2.92825 -2.75932 -0.38479 -0.265 -0.041 0.024
C -3.26093 -1.90726 0.83204 0.152 -0.262 -0.239
H 0.05475 -3.77788 -3.01661 0.131 -0.060 -0.057
H -0.32492 -3.92571 -1.29857 0.022 -0.090 0.059
H 0.38972 -2.42637 -1.91792 0.176 0.001 -0.002
H -2.36748 -3.46067 -2.74861 -0.016 0.104 -0.012
H -1.60866 -1.92884 -3.23941 -0.075 -0.132 0.001
H -2.32429 -3.62839 -0.09051 -0.075 0.053 -0.051
H -3.85564 -3.12952 -0.84431 0.168 -0.015 0.026
H -2.38029 -1.75788 1.45766 -0.012 0.071 0.071
H -4.02637 -2.39833 1.42602 -0.043 -0.033 0.109
H -3.63741 -0.93450 0.51997 -0.068 0.063 -0.043
C -0.29849 1.00207 -5.96046 -0.007 0.014 -0.058
C -0.71631 2.06150 -4.93261 -0.126 0.292 -1.091
C -0.50642 1.58969 -3.60239 0.078 -0.222 0.825
N -0.32349 1.17842 -2.54747 0.110 0.073 -0.045
H -0.42425 1.40582 -6.96084 -0.002 -0.005 -0.051
H -0.91298 0.10929 -5.87009 -0.010 -0.035 0.002
H 0.74481 0.72457 -5.82849 0.031 -0.009 -0.014
H -1.77491 2.30988 -5.05309 0.113 0.071 0.039
H -0.13385 2.97671 -5.07406 -0.120 -0.029 0.056
```
Positions in Å, forces in eV/Å.

Net charge   +3
HOMO level (alpha / beta)   -14.60 / -14.65 eV
Energy   -136501.262 eV
LUMO level (alpha / beta)   -9.1 / -9.7 eV
Gap between HOMO and LUMO (alpha / beta)   5.46 / 4.95 eV

---

> energy of number 2 (C41H40BrN7O4Tl)?

-136501.262 eV